12
Properties=species:S:1:pos:R:3:nbo_charge:R:1 method="wB97M-V/def2-TZVPD" total_charge=0 total_energy_ha=-700.5500 gap_ev=7.67 fmax_ev_per_a=5.8 smiles="S=Cc1cncnc1"
S -2.32577 1.08765 -1.01879 0.07
C -0.95174 0.25854 -1.19510 -0.27
C 0.07387 -0.01623 -0.30662 -0.27
C -0.06516 0.21835 1.13857 0.14
N 0.93399 -0.16526 1.94834 -0.47
C 2.08116 -0.76601 1.37184 0.27
N 2.15689 -1.07170 0.10411 -0.45
C 1.07488 -0.78681 -0.66076 0.11
H -0.64661 0.01900 -2.25190 0.20
H -1.16350 0.25966 1.68633 0.24
H 2.92830 -1.09088 2.07172 0.21
H 1.17984 -1.37842 -1.66020 0.22


53
Properties=species:S:1:pos:R:3:mulliken_charge:R:1 method="wB97M-V/def2-TZVPD" total_charge=+1 total_energy_ha=-8268.4728 gap_ev="7.27 / 7.36" s2=2.0432 spin_multiplicity=3 fmax_ev_per_a=2.6
V 0.03447 0.53598 0.13388 0.68
C 0.74425 -3.22667 -2.56738 -0.97
C 0.34594 -2.76636 -1.16837 -0.57
S -0.66075 -1.25915 -1.26573 0.31
C -2.38114 -1.70470 -0.85975 -0.65
C -3.27967 -1.93250 -2.07824 -0.80
S -3.09203 -0.74534 -3.42147 -0.07
C -2.36151 -1.73482 -4.74752 -0.79
C -0.89122 -2.12509 -4.63197 -0.47
S -0.66895 -3.61984 -3.61429 -0.13
H 1.32850 -4.14367 -2.47682 0.48
H 1.37997 -2.49180 -3.06085 0.40
H 1.20313 -2.54693 -0.53173 0.50
H -0.26684 -3.52169 -0.67596 0.36
H -2.75923 -0.89669 -0.23472 0.51
H -2.32619 -2.59998 -0.23899 0.48
H -4.31037 -1.88000 -1.72581 0.48
H -3.10908 -2.93170 -2.47165 0.33
H -2.48734 -1.09457 -5.62319 0.40
H -2.98520 -2.61310 -4.92276 0.40
H -0.30905 -1.30418 -4.21719 0.21
H -0.50248 -2.34759 -5.62525 0.49
Br 2.12682 3.42855 3.03108 -0.12
C 2.13691 1.61147 3.46965 -0.54
C 2.76752 1.17606 4.66573 -0.27
C 2.77263 -0.14338 4.99711 -0.24
Br 3.60793 -0.67641 6.59601 -0.18
C 2.15810 -1.12344 4.16172 0.72
C 2.11455 -2.51123 4.42505 -0.56
C 1.49460 -3.34252 3.54288 -1.11
C 0.91669 -2.79687 2.37761 0.13
N 0.93350 -1.52020 2.08185 -0.24
C 1.54619 -0.68492 2.97862 0.26
C 1.54761 0.69253 2.67428 0.53
O 0.90378 1.02064 1.50184 -0.42
H 3.23715 1.90728 5.30756 0.46
H 2.57004 -2.89729 5.32673 0.36
H 1.44180 -4.40720 3.72117 0.40
H 0.42309 -3.45479 1.66969 0.38
C -0.96937 2.02943 -0.75279 -1.63
C -0.57966 3.46456 -0.54973 1.05
C 0.70208 3.89917 -0.87219 -0.29
C 1.07706 5.21908 -0.67365 -0.66
C 0.17106 6.12672 -0.14003 -0.47
C -1.10709 5.70104 0.18816 -0.59
C -1.48007 4.37772 -0.01624 -0.48
H -0.78146 1.66156 -1.77858 0.60
H -2.02979 1.83558 -0.54224 0.49
H 1.42206 3.20103 -1.28716 0.30
H 2.07713 5.53949 -0.93540 0.40
H 0.45901 7.15811 0.01408 0.41
H -1.82204 6.40075 0.60102 0.40
H -2.48302 4.05788 0.24192 0.34


103
Properties=species:S:1:pos:R:3:mulliken_charge:R:1 method="wB97M-V/def2-TZVPD" total_charge=-1 total_energy_ha=-7863.4934 gap_ev=6.31 fmax_ev_per_a=2.6
C 2.20803 3.02687 2.00756 -0.45
O 3.02790 1.88427 1.83450 -0.44
B 2.55060 0.70142 2.46229 0.70
O 2.89593 0.60706 3.80368 -0.53
Nb 1.24398 -0.98038 1.32831 -0.83
C 2.84230 -2.55976 1.49490 -0.50
C 3.80304 -2.85099 0.32087 -1.09
C 3.70146 -4.19032 -0.42662 0.79
F 4.92374 -4.43217 -1.03694 -0.31
Br 3.47634 -5.66882 0.80958 -0.13
C 2.65637 -4.18471 -1.62990 0.29
F 1.97122 -3.03439 -1.63230 -0.04
F 3.34410 -4.20763 -2.79100 -0.27
Br 1.35251 -5.60537 -1.75066 -0.11
O -0.38818 0.16608 1.08250 -0.96
C -1.66854 -0.40650 0.84588 -0.08
C -2.03593 -0.62516 -0.63696 0.87
C -1.02360 -0.05465 -1.62356 -1.11
O -2.20277 -2.03600 -0.85515 -0.61
P 0.30607 -2.06131 3.46462 0.61
C -0.05292 -3.87074 3.31501 -1.32
O -1.22229 -1.42604 3.81791 -0.45
H 1.90652 3.15892 3.05894 0.31
H 1.30092 2.95155 1.39128 -0.02
H 2.78280 3.90684 1.69470 0.24
H 3.71654 1.08996 3.96516 0.24
H 0.30800 -2.35711 0.50657 0.09
H 1.83012 -0.58624 -0.36042 0.13
H 2.36868 -3.48377 1.84137 0.17
H 3.46625 -2.21270 2.33715 0.48
H 3.73597 -2.06627 -0.44490 0.22
H 4.84131 -2.85310 0.68720 0.40
H -2.42836 0.22696 1.33501 0.00
H -1.74862 -1.38372 1.33907 0.09
H -3.02274 -0.18011 -0.83347 0.06
H -0.04432 -0.51783 -1.46599 -0.11
H -0.91429 1.03115 -1.54394 0.23
H -1.36161 -0.26451 -2.65003 0.54
H -1.69590 -2.29578 -1.62622 0.38
H 0.12739 -4.19483 2.28396 0.41
H -1.09857 -4.07546 3.58127 0.47
H 0.58294 -4.44058 4.00884 0.38
H -1.86155 -2.12354 3.63841 0.09
N 2.09714 -0.68739 -4.04714 0.19
C 2.17839 -0.79194 -5.40699 -0.60
C 2.35922 0.46869 -5.91532 -0.27
C 2.38733 1.36762 -4.81099 -0.86
C 2.22077 0.61859 -3.67560 -0.38
H 1.96609 -1.45067 -3.40549 0.19
H 2.10170 -1.74790 -5.89585 0.39
H 2.45778 0.71681 -6.95970 0.44
H 2.51393 2.43662 -4.84692 0.41
H 2.18816 0.88962 -2.63304 0.47
N -2.45170 2.83920 -0.15972 0.28
C -3.70740 2.39809 0.12918 -0.25
C -4.60530 3.34975 -0.27610 -0.87
C -3.84930 4.41674 -0.84060 -0.48
C -2.52534 4.06788 -0.75292 -0.54
H -1.60937 2.32539 0.04671 0.07
H -3.85284 1.44624 0.60503 0.47
H -5.67599 3.28871 -0.18091 0.43
H -4.23032 5.33204 -1.26170 0.42
H -1.63558 4.58594 -1.06582 0.38
N 0.10733 -4.38887 7.52769 0.02
C 0.38588 -3.18049 6.94895 -0.42
C 1.21491 -2.49482 7.79386 -0.50
C 1.44457 -3.32362 8.92788 -0.50
C 0.74796 -4.48680 8.73354 -0.51
H -0.47851 -5.09505 7.12557 0.21
H -0.01925 -2.90750 5.98872 0.54
H 1.61435 -1.51190 7.61069 0.45
H 2.05448 -3.09292 9.78535 0.39
H 0.65722 -5.36856 9.34388 0.39
N 0.14198 6.85884 -0.37906 0.12
C 0.25832 6.85329 -1.74079 -0.38
C 0.62417 8.11237 -2.13548 -0.55
C 0.73340 8.90828 -0.96130 -0.34
C 0.42962 8.10391 0.10482 -0.56
H -0.11970 6.06880 0.18139 0.18
H 0.07387 5.96022 -2.31274 0.40
H 0.79486 8.42734 -3.15094 0.39
H 1.00372 9.94930 -0.90673 0.38
H 0.39494 8.31136 1.16008 0.37
N -4.41701 -0.95312 4.28051 0.12
C -5.44806 -1.51362 3.58084 -0.27
C -6.61494 -0.95780 4.03631 -0.66
C -6.26802 -0.02322 5.05135 -0.51
C -4.90347 -0.04512 5.17582 -0.48
H -3.44487 -1.17158 4.15670 0.38
H -5.26680 -2.25122 2.81780 0.40
H -7.60404 -1.19064 3.67940 0.39
H -6.94145 0.59564 5.62005 0.39
H -4.24049 0.50748 5.81821 0.38
N 2.07567 -1.18751 -9.68716 0.04
C 0.89462 -1.77711 -9.33067 -0.56
C -0.12373 -0.98720 -9.79119 -0.32
C 0.46873 0.12340 -10.45355 -0.35
C 1.82674 -0.02987 -10.37160 -0.57
H 2.98667 -1.54507 -9.47142 0.20
H 0.87890 -2.70089 -8.77908 0.40
H -1.17528 -1.17968 -9.66352 0.40
H -0.04400 0.94178 -10.92984 0.40
H 2.63102 0.58403 -10.73790 0.37


118
Properties=species:S:1:pos:R:3:mulliken_charge:R:1 method="wB97M-V/def2-TZVPD" total_charge=0 total_energy_ha=-2497.1872 gap_ev=9.02 fmax_ev_per_a=5.6 smiles=COCCNCCOC.COCCNCCOC.OCCO.OCCO.OCCO.OCCO.OCCO.OCCO.OCCO
C 17.82287 20.99968 9.87851 -0.16
O 17.09807 22.15361 10.23972 -0.26
C 16.82603 22.99384 9.18495 -0.90
C 15.78253 23.92404 9.62461 0.02
N 15.18763 24.53259 8.43298 -0.39
C 13.83034 25.02666 8.77394 -0.50
C 13.94861 26.31884 9.61063 0.07
O 12.72268 26.95344 10.01130 -0.41
C 12.92547 28.22085 10.54193 -0.65
H 18.07473 20.36229 10.69946 0.24
H 18.81368 21.33059 9.38943 -0.51
H 17.24287 20.39271 9.07031 0.36
H 16.44280 22.40871 8.33824 0.44
H 17.62277 23.58020 8.75668 -0.20
H 16.23020 24.76081 10.17153 0.38
H 15.01713 23.23024 10.09730 0.10
H 15.71596 25.39495 8.23380 0.30
H 13.29430 24.18836 9.20505 0.32
H 13.35755 25.26305 7.79521 0.29
H 14.67107 26.94414 9.11831 0.33
H 14.32817 26.15191 10.59289 -0.07
H 13.55071 28.33281 11.47397 0.17
H 11.96618 28.59677 10.90291 0.31
H 13.41913 28.87025 9.88576 0.34
C 14.59836 20.66983 12.15998 -0.25
O 14.82882 21.45071 13.25681 -0.50
C 16.20686 21.59297 13.60759 1.21
C 16.78032 20.32210 14.32751 -0.91
N 18.03171 20.62361 14.85822 1.55
C 18.64153 19.43091 15.37221 -1.06
C 19.96812 19.93102 15.96450 0.15
O 20.73142 18.83551 16.41914 -0.40
C 21.96301 19.06457 16.95221 -0.85
H 13.61916 20.68832 11.74735 0.44
H 14.93135 19.65896 12.39411 0.30
H 15.12712 21.06231 11.31827 -0.31
H 16.30716 22.50720 14.15725 -0.43
H 16.88540 21.71752 12.65437 -0.34
H 16.79927 19.40894 13.70684 0.36
H 16.13840 19.97031 15.10903 0.36
H 18.49409 21.00482 14.05064 -0.67
H 18.66801 18.70750 14.57091 0.13
H 18.05650 18.89935 16.11748 0.44
H 19.94086 20.56797 16.82066 0.45
H 20.62814 20.44619 15.22890 -0.17
H 21.97656 19.83409 17.69239 0.34
H 22.61838 19.31161 16.23116 0.28
H 22.54942 18.16555 17.25102 0.33
O 19.04086 23.90459 11.09727 -0.30
C 20.13291 23.46354 11.84053 -0.58
C 19.69005 22.51740 13.00348 -0.47
O 19.77490 21.16421 12.59150 0.45
H 18.48195 23.10763 10.93661 -0.03
H 20.93464 23.08886 11.12314 0.12
H 20.57717 24.25601 12.31432 0.60
H 18.61162 22.73105 13.25676 0.07
H 20.23484 22.41865 13.97728 0.39
H 20.57250 20.98022 12.13222 -0.30
O 17.37839 22.98230 16.47829 -0.54
C 17.18558 22.70553 17.79738 -0.53
C 16.88422 21.24871 18.02286 0.08
O 16.99549 20.85805 19.36077 -0.56
H 17.79649 22.28863 15.91881 0.25
H 18.18749 22.88004 18.22243 0.28
H 16.51185 23.47365 18.19920 0.33
H 17.54661 20.72840 17.39718 -0.19
H 15.85249 21.12435 17.83177 0.41
H 16.21898 20.38311 19.50240 0.37
O 15.03053 24.90577 13.50029 -0.64
C 16.50878 25.03436 13.41743 1.05
C 16.87078 26.54931 13.31452 -0.65
O 15.99824 27.06256 12.35282 -0.51
H 14.70089 24.14294 13.92909 0.31
H 17.02630 24.65910 14.30708 0.23
H 16.92865 24.51399 12.61276 -0.49
H 17.85411 26.71748 12.87037 0.28
H 16.69804 27.05985 14.25620 0.34
H 15.08648 26.90701 12.59787 0.21
O 19.19261 16.43834 9.20611 -0.61
C 18.56762 17.16254 10.18156 -0.25
C 19.45512 17.57682 11.32461 0.17
O 18.77386 17.43255 12.45613 -0.41
H 19.25458 16.88256 8.30008 0.34
H 18.06154 17.98767 9.73569 0.15
H 17.89201 16.39162 10.56582 0.21
H 19.72424 18.58858 11.18157 -0.25
H 20.26004 16.83287 11.34697 0.44
H 18.74263 16.49933 12.84622 0.33
O 21.25092 24.06271 5.53573 -0.59
C 20.59910 24.83203 6.48382 -0.67
C 20.71610 24.14865 7.85831 0.66
O 20.48703 25.10832 8.78623 -0.63
H 20.68411 23.27379 5.41308 0.34
H 21.00982 25.83507 6.37994 0.30
H 19.67653 24.87956 6.02472 0.35
H 21.70583 23.60987 7.95589 0.05
H 19.88787 23.38045 7.91738 -0.18
H 20.28882 24.92682 9.69011 0.31
O 22.56876 20.41714 12.13341 -0.66
C 22.37541 19.45405 13.20575 0.78
C 23.19755 18.16214 13.00676 -0.63
O 23.20372 17.75102 14.38940 -0.46
H 22.93036 20.06969 11.30793 0.23
H 22.50356 20.09758 14.12379 0.20
H 21.34087 19.32325 13.31615 -0.44
H 24.17448 18.26488 12.60096 0.36
H 22.67083 17.54959 12.22538 0.18
H 22.84772 16.85792 14.46621 0.30
O 21.90396 18.54117 9.69166 -0.47
C 21.80652 19.17515 8.42248 -0.84
C 21.64609 20.65921 8.56020 0.24
O 21.29967 21.17029 7.34082 -0.52
H 21.79016 17.55432 9.71799 0.29
H 22.69196 19.03288 7.88629 0.47
H 21.31382 18.64055 7.64632 0.46
H 22.58790 21.06221 8.85344 0.45
H 20.74405 20.79392 9.19490 -0.44
H 22.13578 21.23729 6.89005 0.37


12
Properties=species:S:1:pos:R:3:nbo_charge:R:1 method="wB97M-V/def2-TZVPD" total_charge=0 total_energy_ha=-343.3798 gap_ev="7.42 / 8.16" s2=2.0060 spin_multiplicity=3 fmax_ev_per_a=9.5
C 1.37034 -1.00809 -0.68618 -0.15
C 1.41012 0.40530 -0.37580 0.32
C -2.35551 0.37645 1.34276 -0.28
O 2.22205 -0.14482 -1.34278 -0.49
O 0.29522 1.12753 -0.71060 -0.70
O -2.73906 -0.49242 0.64157 -0.25
H 1.95945 -1.72469 -0.11514 0.19
H 0.58224 -1.42300 -1.43063 0.18
H 2.01863 0.70135 0.38364 0.17
H -2.94595 0.70890 2.33913 0.26
H -0.44744 0.54237 -1.01239 0.49
H -1.37009 0.93111 0.96642 0.27


125
Properties=species:S:1:pos:R:3:mulliken_charge:R:1 method="wB97M-V/def2-TZVPD" total_charge=0 total_energy_ha=-2147.7448 gap_ev=7.98 fmax_ev_per_a=1.2 smiles="CCCCCCCCCCC[C@@H](OC(=O)COO)OC(=O)c1ccccc1.CCN(CC)CC.CCN(CC)CC.CCN(CC)CC"
C -0.51995 5.91896 -0.55803 -1.32
C -1.45616 4.72360 -0.32698 0.09
C -2.82974 4.83831 -0.98361 -0.68
C -2.82898 5.29544 -2.45005 -1.08
C -1.72333 4.68151 -3.33501 -0.29
C -2.26829 3.98238 -4.59213 -1.40
C -3.21465 2.80671 -4.33418 -0.94
C -2.76467 1.88030 -3.20007 0.62
C -3.05264 0.41622 -3.49530 -1.17
C -2.78857 -0.54114 -2.32988 -0.43
C -1.57553 -0.19180 -1.44676 0.12
C -0.62513 -1.34796 -1.21954 -0.48
O -1.24335 -2.38792 -0.49037 -0.31
C -1.26478 -2.18058 0.84692 -0.08
O -2.27349 -2.20852 1.46216 -0.55
C 0.04875 -1.92817 1.53372 0.35
O 1.09880 -2.53578 0.80635 -0.17
O 2.27671 -2.43942 1.59340 -0.42
O -0.22462 -1.96777 -2.42375 -0.28
C 0.39351 -1.16598 -3.34010 0.01
O -0.07994 -1.04399 -4.42196 -0.48
C 1.73191 -0.57279 -3.03593 0.80
C 2.80660 -1.03128 -3.80942 -0.51
C 4.08414 -0.50719 -3.62355 -0.72
C 4.31913 0.48824 -2.67873 -0.51
C 3.25566 0.95118 -1.90517 -1.06
C 1.97559 0.41514 -2.07937 0.33
H -0.79331 6.52408 -1.41525 0.34
H -0.46410 6.55564 0.31763 0.36
H 0.48719 5.55496 -0.74580 0.30
H -1.62630 4.64940 0.74611 0.49
H -0.96591 3.79089 -0.59485 -0.16
H -3.37597 3.90291 -0.88567 0.25
H -3.40051 5.57129 -0.41235 0.41
H -3.78881 5.05937 -2.89925 0.45
H -2.71803 6.37609 -2.46073 0.49
H -1.08232 5.48146 -3.70171 0.43
H -1.06827 4.01659 -2.78257 0.34
H -1.40709 3.58140 -5.12605 0.39
H -2.73531 4.75432 -5.19918 0.42
H -3.25043 2.20828 -5.24545 0.45
H -4.23557 3.14539 -4.16834 0.42
H -1.68626 1.99626 -3.11595 0.04
H -3.22977 2.19449 -2.26933 0.11
H -2.52485 0.12398 -4.39838 0.38
H -4.11450 0.33474 -3.73730 0.32
H -2.62157 -1.53672 -2.73391 -0.27
H -3.67223 -0.60686 -1.70284 0.53
H -1.93998 0.13386 -0.47358 0.78
H -0.98765 0.63467 -1.83329 -0.13
H 0.26819 -0.98974 -0.70491 0.35
H 0.00474 -2.33988 2.53547 0.30
H 0.19547 -0.84058 1.55218 0.31
H 2.34500 -1.50740 1.84907 0.25
H 2.62171 -1.79813 -4.54530 0.48
H 4.90700 -0.87771 -4.21677 0.40
H 5.30099 0.90956 -2.53468 0.41
H 3.38989 1.73217 -1.17400 0.48
H 1.18664 0.80659 -1.45648 0.44
C -1.00337 -0.96307 4.96717 -1.42
C 0.26784 -1.77067 5.18195 -0.17
N 1.34477 -1.00726 5.78412 0.57
C 2.62554 -1.69281 5.73842 -0.41
C 2.78465 -2.99344 6.53530 -1.35
C 1.02726 -0.34438 7.03912 -0.69
C 0.55365 -1.20765 8.21665 -1.28
H -0.80471 -0.07435 4.36497 0.24
H -1.74036 -1.57055 4.44030 0.49
H -1.45565 -0.64816 5.90785 0.40
H 0.61870 -2.11893 4.20646 0.20
H 0.01679 -2.67507 5.75781 0.14
H 3.40254 -0.98867 6.05142 0.41
H 2.84028 -1.91137 4.68662 0.12
H 2.88824 -2.80785 7.60333 0.28
H 3.68955 -3.51122 6.21153 0.44
H 1.94779 -3.67499 6.38229 0.26
H 0.25950 0.40684 6.83800 0.44
H 1.90278 0.23357 7.34604 0.35
H -0.16962 -1.96352 7.90824 0.28
H 0.06736 -0.57506 8.96178 0.41
H 1.38082 -1.70942 8.71595 0.31
C 3.49110 0.98846 2.83479 -0.92
C 4.50484 1.94610 3.44021 -0.77
N 4.04215 3.32084 3.46473 0.14
C 5.07752 4.26752 3.83933 -0.74
C 5.65833 4.18369 5.25680 -0.96
C 2.73770 3.51405 4.07216 -0.83
C 2.53730 3.02226 5.50942 -0.68
H 3.21661 1.29690 1.82318 0.22
H 3.92195 -0.01447 2.77920 0.52
H 2.58367 0.91942 3.43867 0.14
H 5.42162 1.90847 2.84618 0.51
H 4.77018 1.57042 4.44141 0.21
H 4.69424 5.27789 3.67321 0.37
H 5.89947 4.15013 3.12615 0.42
H 4.97449 4.58664 6.00265 0.23
H 6.57480 4.77442 5.31128 0.40
H 5.91299 3.16162 5.53822 0.27
H 2.00144 3.00597 3.44411 0.33
H 2.47562 4.57252 4.00127 0.42
H 2.98865 2.04140 5.66623 0.03
H 1.46798 2.92116 5.70660 0.36
H 2.93685 3.71159 6.25186 0.34
C -4.01232 -7.02211 -6.91162 -1.45
C -2.88981 -6.33421 -6.14898 -0.29
N -3.04385 -4.89466 -6.07141 0.16
C -1.85786 -4.21497 -5.57694 -0.95
C -1.41632 -4.48355 -4.13360 -0.44
C -4.30788 -4.42441 -5.53356 -0.67
C -4.70010 -4.86707 -4.11611 -0.83
H -4.10915 -6.61118 -7.91746 0.33
H -3.79672 -8.08783 -6.99978 0.44
H -4.97351 -6.92746 -6.40533 0.30
H -1.95057 -6.53911 -6.66963 0.44
H -2.80164 -6.80473 -5.15622 0.24
H -1.99815 -3.13831 -5.70646 0.35
H -1.02899 -4.47819 -6.24241 0.39
H -2.04853 -3.96953 -3.41168 -0.13
H -0.40340 -4.10757 -3.98742 0.16
H -1.40720 -5.54750 -3.89240 0.44
H -5.10142 -4.73444 -6.21826 0.37
H -4.31039 -3.33254 -5.58267 0.32
H -4.49813 -5.92527 -3.94529 0.25
H -5.77049 -4.71047 -3.96586 0.39
H -4.18243 -4.29297 -3.34915 0.13